One molecule with the formula C5H13N. Source: the OMol25 dataset; level of theory: ωB97M-V/def2-TZVPD.

Highest occupied orbital energy ... -9.32 eV
HOMO-LUMO gap ... 10.497 eV
2S+1 ... 1
Energy above the lowest of the compared OMol25 structures with the same formula, charge and spin ... 35.5 kcal/mol
E ... -253.0066 Ha

Last columns: bonded neighbours and bond lengths (Å).
Positions of all 19 atoms, in Å:
1 C 2.6953 -0.7093 0.2742  C2 1.526, H7 1.138, H8 1.094, H9 1.131
2 C 1.9891 0.3936 -0.5094  C1 1.526, C3 1.527, H10 1.188, H11 1.194
3 C 0.6891 0.7846 0.1899  C2 1.527, C4 1.584, H12 1.108, H13 1.199
4 C -0.4729 -0.2496 -0.1089  C3 1.584, C5 1.548, H14 1.114, H15 1.145
5 C -1.8346 0.2867 0.3951  C4 1.548, N6 1.530, H16 1.121, H17 1.190
6 N -2.9948 -0.3772 -0.3496  C5 1.530, H18 1.043, H19 1.007
7 H 2.7920 -0.6386 1.4060  C1 1.138
8 H 3.7076 -0.7511 -0.1387  C1 1.094
9 H 2.3144 -1.7450 0.0279  C1 1.131
10 H 1.5376 0.1206 -1.5735  C2 1.188
11 H 2.7068 1.3480 -0.4828  C2 1.194
12 H 0.8044 0.8996 1.2863  C3 1.108
13 H 0.3882 1.8026 -0.3668  C3 1.199
14 H -0.3006 -1.2714 0.3006  C4 1.114
15 H -0.5892 -0.4069 -1.2368  C4 1.145
16 H -1.9491 1.3922 0.2515  C5 1.121
17 H -2.0799 0.1781 1.5542  C5 1.190
18 H -2.9731 -1.3905 -0.1038  N6 1.043
19 H -3.7907 0.0668 0.0780  N6 1.007